The following is a DFT calculation (ωB97M-V with the def2-TZVPD basis set) of a structure of composition C26H42Cl2IN5O8P2SSn.

ORCA input file:
```
! RIJCOSX wB97M-V def2-TZVPD def2/J DEFGRID3
* xyz 2 1
Sn -0.109 2.008 -3.156
C 1.323 5.377 0.372
C 0.347 4.454 0.999
N 0.139 4.524 2.295
C -0.798 3.732 2.839
C -1.627 2.832 2.129
C -2.663 2.029 2.904
O -2.778 2.399 4.257
C -1.435 2.695 0.774
C -2.329 1.818 -0.001
N -2.307 1.679 -1.265
C -3.279 0.831 -1.846
C -3.598 -0.424 -1.329
C -4.548 -1.217 -1.956
C -5.181 -0.767 -3.109
C -4.862 0.479 -3.638
C -3.912 1.265 -3.006
I -3.425 3.141 -3.760
C -0.371 3.480 0.154
O -0.048 3.347 -1.040
H 1.984 5.787 1.132
H 0.783 6.206 -0.096
H 1.884 4.891 -0.419
H -0.920 3.818 3.911
H -2.344 0.984 2.914
H -3.633 2.062 2.401
H -3.275 3.218 4.339
H -3.097 1.298 0.579
H -3.077 -0.783 -0.450
H -4.798 -2.187 -1.542
H -5.932 -1.379 -3.593
H -5.357 0.837 -4.531
N -1.817 -2.155 -3.689
C -0.342 -1.819 -3.892
C 0.412 -3.030 -4.422
P -0.305 -0.323 -4.986
O -0.430 -0.968 -6.428
O 0.958 0.448 -4.766
O -1.550 0.431 -4.570
P 0.241 -1.324 -2.195
O 1.819 -1.491 -2.238
O -0.426 -2.250 -1.232
O -0.040 0.155 -1.992
H -2.141 -2.842 -4.368
H -2.361 -1.279 -3.806
H -1.961 -2.515 -2.738
H -0.014 -3.360 -5.370
H 0.393 -3.861 -3.713
H 1.449 -2.755 -4.610
H 0.095 -0.534 -7.125
H 2.128 -2.395 -2.058
C 1.201 -4.378 0.997
C 0.441 -4.558 2.310
C 0.250 -3.271 3.112
C -0.627 -2.219 2.428
N 0.076 -1.417 1.420
C 0.887 -0.416 1.706
S 1.566 0.478 0.375
N 1.167 -0.064 2.953
C 2.042 1.059 3.334
C 3.530 0.823 3.077
C 4.238 -0.058 4.103
C 3.697 -1.482 4.214
H 1.426 -5.348 0.553
H 2.152 -3.863 1.163
H 0.626 -3.812 0.259
H 0.978 -5.267 2.942
H -0.539 -5.004 2.114
H 1.234 -2.843 3.334
H -0.213 -3.510 4.072
H -1.067 -1.539 3.163
H -1.457 -2.699 1.909
H -0.041 -1.679 0.436
H 0.868 -0.690 3.686
H 1.863 1.239 4.394
H 1.696 1.939 2.789
H 4.009 1.805 3.058
H 3.662 0.398 2.073
H 4.188 0.429 5.081
H 5.296 -0.097 3.839
H 2.727 -1.516 4.718
H 4.371 -2.105 4.801
H 3.592 -1.948 3.228
Cl 2.949 1.684 -2.667
C 3.954 3.009 -2.019
Cl 3.733 4.494 -2.928
H 4.983 2.687 -2.108
H 3.673 3.173 -0.985
*
```

orbital gap (alpha / beta)	5.22 / 5.84	eV
E_LUMO (alpha / beta)	-8.14 / -7.57	eV
molar mass	963.18	g mol⁻¹
ΔE to the lowest compared entry with this formula, charge and spin	0.982	eV
calculated total energy	-4404.65451	hartree
HOMO level (alpha / beta)	-13.366 / -13.403	eV

***

The following is a DFT calculation (ωB97M-V with the def2-TZVPD basis set) of the ion C5H6N with charge +1 at a distorted geometry.

ORCA input file:
```
! RIJCOSX wB97M-V def2-TZVPD def2/J DEFGRID3
* xyz 1 1
C -0.942 1.537 -2.693
C -1.038 2.773 -2.814
C -1.380 0.486 -1.992
C -0.785 -0.035 -0.782
C 0.216 0.485 -0.165
N 0.830 -0.077 1.011
H -2.336 -0.089 -2.303
H -1.186 -0.945 -0.346
H 0.609 1.459 -0.293
H 0.135 -0.226 1.720
H 1.474 0.660 1.376
H 1.185 -1.147 0.848
*
```

orbital gap	7.91	eV
E_LUMO	-5.90	eV
molar mass	80.11	g mol⁻¹
ΔE to the lowest compared entry with this formula, charge and spin	6.538	eV
calculated total energy	-248.37541	hartree
HOMO level	-13.812	eV

***

The following is a DFT calculation (ωB97M-V with the def2-TZVPD basis set) of a cluster of 5 separate species, C12H30FO7P in total at a distorted geometry.

ORCA input file:
```
! RIJCOSX wB97M-V def2-TZVPD def2/J DEFGRID3
* xyz 0 1
C 1.780 -1.576 -0.046
C 0.702 -0.745 0.926
F 1.096 0.670 1.114
C -0.858 -0.979 0.472
C -1.472 0.174 -0.519
P -3.364 -0.142 -0.848
C -3.679 -2.010 -1.215
C -4.412 0.432 0.644
C -0.895 0.259 -2.051
O -0.120 1.501 -2.231
C -0.564 2.307 -1.060
O -0.064 3.557 -0.973
O -1.473 1.587 -0.110
H 2.839 -1.592 0.471
H 1.384 -2.694 -0.091
H 1.765 -1.032 -1.088
H 0.814 -1.263 1.996
H -1.527 -1.208 1.426
H -0.868 -1.994 -0.156
H -3.059 -2.695 -0.466
H -4.823 -2.242 -1.039
H -3.386 -2.294 -2.336
H -3.874 0.140 1.667
H -5.480 -0.093 0.557
H -4.559 1.613 0.579
H -1.882 0.424 -2.700
H -0.501 -0.749 -2.499
C 4.318 0.839 0.151
O 4.566 -0.057 1.218
H 3.288 0.712 -0.189
H 4.461 1.866 0.496
H 5.001 0.622 -0.674
H 5.487 0.079 1.498
C -0.833 3.956 2.457
O 0.167 4.651 1.734
H -1.175 4.585 3.283
H -1.675 3.736 1.797
H -0.416 3.029 2.857
H 0.451 4.069 1.009
C -2.137 -1.033 -5.293
O -1.017 -1.169 -4.438
H -3.022 -1.420 -4.783
H -2.288 0.023 -5.532
H -1.968 -1.604 -6.209
H -0.247 -0.818 -4.917
C 4.107 -2.089 4.446
O 2.959 -1.664 3.735
H 3.798 -2.766 5.247
H 4.783 -2.615 3.768
H 4.610 -1.221 4.880
H 3.264 -1.066 3.032
*
```

orbital gap	8.61	eV
E_LUMO	0.40	eV
molar mass	336.34	g mol⁻¹
SMILES	C[C@@H](F)C[C@]1(P(C)C)COC(=O)O1.CO.CO.CO.CO
calculated total energy	-1442.84601	hartree
HOMO level	-8.210	eV

***

The following is a DFT calculation (ωB97M-V with the def2-TZVPD basis set) of a cluster of 2 separate species, C3HCl2NO in total at a distorted geometry.

ORCA input file:
```
! RIJCOSX wB97M-V def2-TZVPD def2/J DEFGRID3
* xyz 0 1
C 2.003 0.631 -0.523
C -1.873 -0.175 0.044
C 1.096 0.025 0.306
N 2.607 1.074 -1.418
O -1.972 -1.312 0.006
Cl -3.198 0.908 0.463
Cl 1.045 -1.737 0.346
H 0.291 0.585 0.776
*
```

orbital gap (alpha / beta)	7.49 / 8.18	eV
E_LUMO (alpha / beta)	-2.02 / -1.76	eV
molar mass	137.95	g mol⁻¹
ΔE to the lowest compared entry with this formula, charge and spin	2.753	eV
calculated total energy	-1165.16125	hartree
HOMO level (alpha / beta)	-9.517 / -9.946	eV

***

The following is a DFT calculation (ωB97M-V with the def2-TZVPD basis set) of the ion C4H8NO with charge +1 at a distorted geometry.

ORCA input file:
```
! RIJCOSX wB97M-V def2-TZVPD def2/J DEFGRID3
* xyz 1 1
O 0.603 -2.057 0.077
C 0.220 -0.782 0.170
C -1.204 -0.091 0.088
N -0.614 1.050 -0.588
C 0.799 0.426 -0.622
C 0.969 0.147 1.083
H 0.363 -2.575 -0.779
H -2.049 -0.478 -0.612
H -1.793 0.178 1.064
H -0.992 1.199 -1.586
H -0.476 1.826 -0.051
H 1.668 0.481 -1.162
H 2.010 -0.173 1.226
H 0.497 0.848 1.692
*
```

orbital gap	11.01	eV
E_LUMO	-3.62	eV
molar mass	86.11	g mol⁻¹
SMILES	O[C@]12C[NH2+][C@H]1C2
ΔE to the lowest compared entry with this formula, charge and spin	3.187	eV
calculated total energy	-286.82536	hartree
HOMO level	-14.624	eV

***

The following is a DFT calculation (ωB97M-V with the def2-TZVPD basis set) of a cluster of 2 separate species, C10H22BNO8P in total.

ORCA input file:
```
! RIJCOSX wB97M-V def2-TZVPD def2/J DEFGRID3
* xyz 1 1
O -1.090 1.634 0.801
C -1.029 2.063 -0.301
O -0.210 3.133 -0.600
C -1.788 1.470 -1.473
C -0.945 0.564 -2.392
C -0.115 1.126 -3.548
N -0.763 2.240 -4.301
C -0.080 3.319 -4.317
C 1.135 3.208 -3.483
C 1.322 1.684 -3.369
B 2.269 1.172 -2.181
O 1.762 0.854 -0.958
O 3.618 1.148 -2.389
H -0.735 3.815 -1.040
H -2.335 2.254 -2.008
H -2.537 0.820 -1.027
H -0.269 -0.024 -1.774
H -1.653 -0.143 -2.828
H -0.035 0.300 -4.257
H -1.657 2.143 -4.771
H -0.400 4.203 -4.858
H 1.992 3.797 -3.799
H 0.827 3.628 -2.513
H 1.842 1.394 -4.290
H 2.149 0.061 -0.568
H 3.912 0.832 -3.248
C -0.956 -1.291 2.177
O -1.558 -1.697 3.409
P -0.977 -2.921 4.223
O -1.798 -3.286 5.371
O 0.534 -2.546 4.558
C 0.771 -1.512 5.529
O -0.770 -4.016 3.098
C -0.230 -5.289 3.493
H -1.033 -0.211 2.104
H 0.094 -1.584 2.133
H -1.494 -1.756 1.350
H -0.147 -1.235 6.046
H 1.184 -0.642 5.019
H 1.488 -1.889 6.253
H 0.755 -5.160 3.940
H -0.148 -5.886 2.590
H -0.900 -5.775 4.200
*
```

orbital gap	7.34	eV
E_LUMO	-4.60	eV
molar mass	326.07	g mol⁻¹
calculated total energy	-1417.06561	hartree
HOMO level	-11.937	eV